Record 1
50
Properties=species:S:1:pos:R:3:forces:R:3 method="wB97M-V/def2-TZVPD" homo_ha="-0.38452 / -0.41378" de_lowest_ev=0.198 multiplicity=3 charge=+1
Ni 0.614 -0.121 0.263 0.0 0.0 0.1
C 3.287 -0.367 2.316 0.0 0.0 0.0
C 2.247 -1.029 3.209 0.0 0.0 0.0
S 0.548 -0.555 2.772 0.0 0.0 0.0
C -0.268 -2.169 2.764 0.0 0.0 0.0
C 0.242 -3.162 1.726 0.0 0.0 0.0
S 0.298 -2.482 0.039 0.0 0.0 0.0
C 1.970 -2.944 -0.493 0.0 0.0 0.0
C 3.114 -2.360 0.327 0.0 0.0 0.0
S 3.023 -0.554 0.535 0.0 0.0 0.0
H 4.283 -0.731 2.569 0.0 0.0 0.0
H 3.294 0.713 2.467 0.0 0.0 0.0
H 2.430 -0.740 4.244 0.0 0.0 0.0
H 2.325 -2.115 3.163 0.0 0.0 0.0
H -1.321 -1.941 2.602 0.1 0.0 0.0
H -0.184 -2.607 3.759 0.0 0.0 0.0
H -0.416 -4.030 1.709 0.0 0.0 0.0
H 1.238 -3.522 1.979 0.0 0.0 0.0
H 2.022 -2.604 -1.527 0.0 0.0 0.0
H 2.044 -4.031 -0.508 0.0 0.0 0.0
H 4.055 -2.597 -0.169 0.0 0.0 0.0
H 3.155 -2.808 1.319 0.0 0.0 0.0
S 1.073 -0.156 -2.195 0.0 0.1 -0.1
C 0.800 1.488 -2.539 0.1 0.0 0.0
N -0.318 1.988 -3.055 -0.1 0.0 0.0
C -0.304 3.451 -3.082 0.0 0.0 0.0
C 1.192 3.753 -2.864 0.0 0.0 0.0
N 1.679 2.473 -2.347 0.0 0.0 0.1
H -1.152 1.425 -3.095 0.0 0.0 0.0
H -0.923 3.853 -2.278 0.0 0.0 0.0
H -0.668 3.829 -4.033 0.0 0.0 0.0
H 1.351 4.553 -2.146 0.0 0.0 0.0
H 1.695 4.008 -3.797 0.0 0.0 0.0
H 2.637 2.270 -2.120 0.0 0.0 0.0
C -3.084 -0.680 1.155 0.0 0.0 0.0
Si -2.580 0.640 -0.089 0.0 0.0 -0.1
C -2.795 -0.184 -1.770 0.0 0.0 -0.1
C -3.807 2.055 0.002 0.0 0.0 0.0
C -0.859 1.228 0.307 -0.1 0.0 0.0
H -4.165 -0.833 1.132 0.0 0.0 0.0
H -2.812 -0.414 2.180 0.0 0.0 0.0
H -2.626 -1.642 0.902 0.0 0.0 0.0
H -3.742 -0.730 -1.746 0.0 0.0 0.0
H -2.002 -0.902 -1.992 0.0 0.0 0.0
H -2.879 0.491 -2.628 0.0 0.1 0.1
H -4.828 1.720 -0.195 0.0 0.0 0.0
H -3.570 2.832 -0.731 0.0 0.0 0.0
H -3.793 2.526 0.988 0.0 0.0 0.0
H -0.926 1.647 1.319 0.0 0.0 0.0
H -0.592 2.066 -0.347 0.0 0.0 -0.1


Record 2
53
Properties=species:S:1:pos:R:3:forces:R:3 method="wB97M-V/def2-TZVPD" homo_ha="-0.25847 / -0.24966" de_lowest_ev=2.198 multiplicity=2 charge=0
Ru -0.045 -0.876 -0.496 0.5 -1.9 -2.6
C 3.695 -0.174 -1.624 0.1 0.2 -0.1
Se 2.301 -1.509 -1.520 -0.6 0.4 0.5
C 1.810 -1.447 -3.401 0.1 -0.2 0.0
C 0.811 -0.359 -3.689 0.0 0.1 -0.3
Se -0.961 -0.705 -2.957 0.4 0.1 0.9
C -1.568 1.050 -3.493 -0.2 0.1 0.0
H 3.335 0.726 -2.116 0.1 0.0 0.0
H 4.542 -0.590 -2.166 0.0 0.0 0.0
H 3.990 0.066 -0.605 0.0 0.0 0.0
H 1.438 -2.441 -3.645 -0.1 0.1 0.0
H 2.729 -1.266 -3.958 0.0 -0.1 0.0
H 0.705 -0.201 -4.764 0.0 0.0 0.0
H 1.122 0.580 -3.229 0.0 0.0 -0.1
H -0.964 1.846 -3.070 0.0 0.0 -0.1
H -2.590 1.150 -3.142 0.0 0.0 0.0
H -1.528 1.087 -4.581 0.0 0.0 0.0
C -0.652 -2.390 4.688 0.0 0.0 -0.1
O 0.308 -2.045 3.689 0.0 -0.1 -0.1
C -0.020 -2.139 2.395 0.0 0.1 0.2
O 0.807 -1.873 1.542 -0.1 0.5 -0.2
N -1.264 -2.599 2.096 0.0 0.0 0.0
N -1.599 -2.467 0.722 -0.2 0.3 -0.3
H -0.148 -2.268 5.640 0.0 0.0 0.0
H -0.978 -3.424 4.577 0.0 0.0 0.0
H -1.509 -1.712 4.658 0.0 0.0 0.0
H -2.017 -2.439 2.743 0.0 0.0 0.0
H -2.591 -2.651 0.611 0.0 0.1 0.1
H -1.097 -3.194 0.198 0.0 0.0 0.1
C -3.088 0.451 1.860 0.1 0.0 0.0
O -1.771 0.729 1.412 -0.2 0.0 0.1
C -1.650 0.898 0.034 -0.1 0.6 0.4
O -2.633 0.672 -0.665 0.0 0.0 -0.1
H -3.003 0.263 2.930 0.0 0.0 0.0
H -3.515 -0.411 1.347 0.0 0.0 0.0
H -3.751 1.300 1.693 0.0 0.0 0.0
O 0.110 -3.046 -1.189 -0.1 -0.1 0.5
O -0.446 -3.392 -2.329 0.2 0.2 0.1
C -0.171 3.318 1.135 0.0 0.1 0.0
C 0.588 2.105 0.571 -0.3 0.3 -0.2
C 1.172 1.310 1.735 0.1 0.0 0.0
C 1.742 2.616 -0.291 0.1 0.1 0.0
C -0.318 1.292 -0.373 -0.1 -0.8 1.3
H 0.503 3.972 1.697 0.0 0.0 0.0
H -0.971 2.998 1.803 0.0 0.0 0.0
H -0.615 3.908 0.327 0.0 0.0 0.0
H 1.842 1.955 2.314 0.0 0.0 0.0
H 1.751 0.455 1.382 0.0 0.0 0.0
H 0.395 0.940 2.403 0.0 0.0 0.0
H 2.464 3.174 0.313 0.0 0.0 0.0
H 1.381 3.279 -1.084 0.0 0.0 0.0
H 2.261 1.779 -0.755 0.0 0.0 0.0
H -0.338 1.697 -1.375 0.1 0.1 0.0


Record 3
48
Properties=species:S:1:pos:R:3:forces:R:3 method="wB97M-V/def2-TZVPD" homo_ha=-0.31322 de_lowest_ev=0.000 smiles="CNC[Si@H](O)CCCCN(C)C(C)=O.CCCC#N" charge=0
C 2.484 0.888 2.653 -0.6 1.1 0.6
N 1.890 -0.439 2.961 0.7 0.5 -0.7
C 2.067 -1.426 1.854 0.4 -1.0 0.7
Si 0.501 -1.797 0.820 1.1 -0.7 -2.1
O 0.966 -3.054 -0.324 -0.3 0.8 1.8
C -0.145 -0.347 -0.236 -0.3 0.1 -0.6
C -0.345 1.043 0.547 -0.3 0.3 -1.7
C -1.826 1.658 0.305 1.1 0.6 1.3
C -2.710 1.357 1.607 -0.5 1.5 -0.1
N -3.920 0.500 1.384 0.8 -1.3 1.2
C -3.652 -0.692 0.534 -0.9 -1.1 -0.6
C -4.306 0.049 2.757 -2.8 1.4 1.8
C -3.580 -1.128 3.548 0.3 0.1 0.7
O -5.232 0.650 3.361 3.3 -1.9 -2.2
H 2.224 1.290 1.614 0.4 -0.6 1.2
H 3.615 0.917 2.791 -1.5 -0.3 -0.2
H 2.044 1.639 3.403 0.7 -1.0 -1.1
H 0.924 -0.376 3.297 0.6 0.1 -0.4
H 2.942 -1.139 1.184 -1.2 -0.2 0.9
H 2.368 -2.427 2.354 -0.3 1.3 -0.9
H -0.570 -2.423 1.637 0.0 0.3 0.3
H 1.250 -3.823 0.212 -0.2 0.4 -0.7
H -1.135 -0.703 -0.710 1.5 0.6 0.7
H 0.572 -0.167 -1.118 -1.0 -0.4 1.4
H -0.123 0.935 1.656 -0.3 0.4 -1.4
H 0.373 1.797 0.053 -0.8 -1.2 1.1
H -2.292 1.352 -0.682 0.6 0.1 1.4
H -1.671 2.799 0.243 -0.5 -1.7 0.1
H -3.105 2.376 1.975 0.5 -1.6 -0.4
H -2.111 0.923 2.476 -0.2 0.5 -1.3
H -4.609 -1.336 0.560 1.4 0.9 0.0
H -2.803 -1.365 0.888 -0.8 0.9 -0.5
H -3.518 -0.418 -0.574 0.0 -0.2 1.8
H -2.452 -0.921 3.667 -1.7 -0.5 -0.5
H -3.766 -2.164 3.119 0.4 1.4 0.2
H -3.989 -1.152 4.623 0.4 0.3 -1.8
C 3.181 1.323 -5.691 0.1 0.1 0.0
C 3.313 0.063 -4.844 0.2 0.2 -0.3
C 2.188 -0.092 -3.820 0.2 -0.3 -0.1
C 2.194 0.980 -2.822 -0.1 0.2 0.1
N 2.197 1.830 -2.045 0.0 -0.3 -0.2
H 3.239 2.226 -5.077 0.0 -0.1 0.0
H 3.989 1.370 -6.425 -0.1 0.0 0.0
H 2.230 1.334 -6.230 0.1 0.0 0.0
H 4.284 0.068 -4.338 -0.1 -0.1 0.0
H 3.305 -0.807 -5.507 0.0 0.0 0.2
H 2.302 -1.053 -3.309 -0.1 0.1 0.1
H 1.220 -0.118 -4.330 0.0 0.1 0.1